C26H34IN4O2PdSi2 | ωB97M-V/def2-TZVPD

Output
LUMO in Eh: 0.0728
Net charge: -1
Relative energy (zero: lowest compared OMol25 entry of this formula, charge and spin) in eV: 0.6378
Kohn-Sham gap in eV: 5.126
Spin multiplicity: 1
HOMO energy in eV: -3.1437
DFT total energy in hartree: -2385.375449

Last column: Mulliken charge in e.
Cartesian coordinates (Å):
I 3.395 0.349 -0.422  0.093
Pd 0.785 -0.238 -0.423  0.251
Si -0.783 2.709 0.869  -0.325
Si 1.112 -1.284 -3.402  0.103
O -0.602 -1.944 -0.615  -0.601
O -0.969 -2.641 4.831  -0.565
N 1.011 -0.620 1.600  0.676
N -3.425 -3.323 1.009  -0.705
N -0.195 1.730 -0.401  0.411
N 0.662 0.005 -2.351  0.878
C -1.348 -2.215 0.367  -0.208
C 2.156 -0.193 2.332  0.331
C -1.976 -1.879 4.149  -0.801
C -2.105 -2.234 2.692  0.544
C -0.458 1.989 2.580  -0.526
C -0.680 2.753 -4.471  -1.004
C 0.080 1.204 -2.746  0.358
C -0.078 1.558 -4.087  -0.615
C 0.018 4.429 0.971  -1.154
C -1.135 3.618 -3.496  -1.111
C -2.764 -3.446 -1.311  -1.006
C -3.214 -2.917 2.291  -0.914
C -0.979 3.287 -2.154  -0.476
C 0.103 -1.295 2.226  -0.245
C -0.325 -1.951 -4.421  -0.933
C 1.800 -2.721 -2.405  -0.831
C -2.662 2.958 0.834  -1.142
C 4.412 0.710 2.362  -0.525
C -1.117 -1.860 1.729  0.038
C 4.433 0.707 3.742  -0.613
C 3.295 0.272 1.661  0.073
C 3.307 0.269 4.426  -0.986
C -0.369 2.096 -1.728  1.089
C 2.511 -0.785 -4.577  -1.137
C -2.545 -3.007 0.104  0.668
C 2.194 -0.166 3.733  -0.140
H -3.165 1.989 0.885  0.285
H 0.252 -1.512 3.277  0.606
H -2.776 -2.580 -1.976  0.169
H -1.350 3.984 -1.416  0.176
H 3.284 0.279 5.508  0.374
H -3.008 3.455 -0.073  0.360
H -3.997 -3.168 2.999  0.328
H -0.997 1.053 2.744  -0.223
H -1.101 -2.294 -3.732  0.070
H 2.232 0.012 -5.268  0.348
H -3.701 -3.993 -1.384  0.386
H -1.614 4.554 -3.759  0.355
H -1.936 -4.075 -1.646  0.289
H 2.737 -2.473 -1.903  0.229
H 1.099 4.323 1.099  0.282
H -0.369 4.974 1.838  0.347
H -0.775 -1.213 -5.087  0.350
H 1.332 -0.458 4.316  0.334
H 2.840 -1.646 -5.167  0.319
H -2.943 -2.029 4.636  0.374
H 0.602 1.824 2.775  0.169
H 2.002 -3.546 -3.097  0.356
H 1.084 -3.060 -1.658  0.100
H 3.372 -0.432 -4.001  0.250
H -0.785 2.987 -5.525  0.356
H 5.308 1.055 4.274  0.371
H 0.270 0.883 -4.860  0.122
H -0.143 5.043 0.086  0.350
H -2.987 3.554 1.693  0.352
H -0.818 2.717 3.313  0.552
H 5.273 1.062 1.809  0.370
H -1.067 -3.555 4.543  0.369
H -0.002 -2.804 -5.025  0.345
H -1.695 -0.834 4.284  0.232

***

C4H9NO3P | ωB97M-V/def2-TZVPD

Output
LUMO (alpha / beta) in Eh: 0.1184 / 0.1430
Net charge: -1
Relative energy (zero: lowest compared OMol25 entry of this formula, charge and spin) in eV: 3.5420
Kohn-Sham gap (alpha / beta) in eV: 6.124 / 8.730
Spin multiplicity: 1
HOMO energy (alpha / beta) in eV: -2.9016 / -4.8377
DFT total energy in hartree: -779.659201

Last column: Mulliken charge in e.
Cartesian coordinates (Å):
P -2.285 -0.226 -0.268  1.061
O -2.281 -1.516 -0.956  -0.721
O -2.833 -0.580 1.334  -0.605
O -3.127 0.929 -0.829  -0.821
N -0.876 1.870 0.255  -0.507
C 0.730 -1.490 0.515  -1.159
C 0.725 -0.029 -0.067  0.240
C -0.681 0.564 0.216  -0.198
C 1.200 -0.045 -1.495  -0.889
H -2.039 -0.660 1.878  0.318
H -0.139 -1.959 -0.108  0.249
H -1.708 2.064 -0.285  0.246
H -0.116 2.408 0.025  0.235
H 0.523 -0.460 -2.282  0.285
H 1.646 0.917 -1.933  0.246
H 1.408 0.441 0.525  0.422
H 1.639 -2.218 0.237  0.290
H 0.738 -1.589 1.616  0.309

***

C4H5NO | ωB97M-V/def2-TZVPD

Output
LUMO in Eh: 0.0033
Net charge: 0
Relative energy (zero: lowest compared OMol25 entry of this formula, charge and spin) in eV: 3.3255
Kohn-Sham gap in eV: 7.697
Spin multiplicity: 1
HOMO energy in eV: -7.6055
DFT total energy in hartree: -285.292374

Last column: Mulliken charge in e.
Cartesian coordinates (Å):
O -0.932 1.661 -1.383  -0.729
N 0.211 -0.361 1.222  0.058
C 0.770 -0.964 0.168  -0.416
C -0.636 0.781 -0.501  0.807
C -0.664 0.682 0.896  -0.888
C 0.225 -0.337 -1.009  -0.493
H 0.479 0.644 -1.783  0.321
H -1.074 1.314 1.671  0.379
H 1.416 -1.824 0.290  0.411
H -0.232 -0.995 -1.753  0.309
H 0.438 -0.600 2.183  0.241